[1]
C24H48ILiO12S6 | the ωB97M-V functional and the def2-TZVPD basis

The geometry in XYZ format:
```
92
Properties=species:S:1:pos:R:3:lowdin_charge:R:1
I 1.880 1.579 1.610 -0.2429
S -1.172 -2.032 2.030 0.7555
S -0.422 0.897 7.437 0.7216
S -2.485 -2.003 -6.146 0.7498
S 1.394 1.982 -3.019 0.7021
S 2.438 -2.014 -1.270 0.7438
S -3.110 1.185 -0.621 0.7388
O -2.567 -1.566 -7.564 -0.3699
O 2.180 -3.213 -2.078 -0.3384
O 0.842 1.374 -1.837 -0.4297
O -1.721 0.693 -0.766 -0.4098
O -3.749 -2.464 -5.530 -0.3668
O 1.347 -1.149 -0.817 -0.4580
O -0.725 1.452 8.794 -0.3752
O -0.859 -0.966 1.034 -0.4697
O -4.268 0.646 -1.258 -0.3142
O 1.852 1.221 -4.189 -0.3343
O -2.486 -2.025 2.689 -0.3534
O 0.920 0.418 7.095 -0.3449
C 4.861 -1.843 -0.158 -0.2490
C -2.644 0.334 5.927 -0.1755
C -1.147 -3.326 -5.880 -0.1989
C -0.946 -3.723 1.256 -0.1493
C -1.677 -0.354 6.896 -0.2170
C -2.783 2.511 1.749 -0.2038
C 0.517 3.500 -3.566 -0.2234
C -2.337 3.416 0.571 -0.2129
C 0.440 -4.247 1.866 -0.1692
C 3.520 -2.451 0.168 -0.2104
C 0.066 -2.634 -5.205 -0.2228
C -1.538 -0.855 -4.980 -0.1931
C 3.748 -0.926 -2.104 -0.1625
C -0.985 2.170 6.260 -0.2161
C -3.552 1.290 1.218 -0.1686
C 0.566 -3.709 3.342 -0.1990
C -0.534 -1.710 -4.131 -0.1932
C -1.682 1.362 5.112 -0.1714
C 1.300 4.739 -3.275 -0.2218
C 2.810 3.021 -2.416 -0.1914
C 0.285 -2.190 3.264 -0.1712
C 2.830 4.367 -3.289 -0.1592
C 4.718 -0.564 -0.949 -0.2039
C -3.034 3.026 -0.762 -0.1979
Li 0.223 0.324 -0.118 0.3782
H 0.158 3.484 -4.596 0.1121
H -3.331 0.370 1.759 0.0763
H -2.431 1.951 4.583 0.0854
H 1.348 -3.918 1.361 0.0800
H 1.092 5.513 -4.014 0.1155
H -0.105 2.803 6.143 0.1014
H 1.055 5.166 -2.303 0.1161
H 4.257 -1.550 -2.839 0.1004
H -1.006 -0.100 -5.558 0.0961
H -1.762 -4.312 1.673 0.0950
H -4.636 1.400 1.212 0.0982
H -3.406 3.125 2.398 0.1097
H -2.136 -0.787 7.785 0.1009
H -1.262 3.460 0.398 0.0974
H 1.553 -3.815 3.793 0.1152
H -2.583 3.327 -1.707 0.0883
H 2.546 3.440 -1.445 0.0820
H -1.581 -4.000 -5.141 0.0925
H 0.233 -1.069 -3.697 0.0872
H 5.395 -1.811 0.791 0.1220
H 3.695 2.384 -2.411 0.0915
H 3.395 -3.533 0.218 0.0941
H 4.354 0.241 -0.312 0.0812
H 3.186 4.128 -4.291 0.1063
H 3.436 5.119 -2.785 0.1083
H 0.497 -5.335 1.869 0.1067
H 3.063 -2.049 1.072 0.0884
H -0.989 0.914 4.399 0.0987
H -0.963 -3.802 -6.843 0.0937
H 1.107 -1.655 2.789 0.0663
H -4.021 3.486 -0.721 0.1027
H -2.686 4.431 0.763 0.1063
H -2.322 -0.423 -4.357 0.0875
H 3.486 -0.104 -2.771 0.0691
H 0.615 -2.111 -5.988 0.1136
H -1.654 2.798 6.850 0.0961
H -1.865 2.235 2.267 0.0880
H -0.068 -1.701 4.172 0.0824
H 5.499 -2.600 -0.614 0.1201
H -3.492 0.888 6.328 0.1145
H 0.803 -3.341 -4.824 0.1061
H -1.049 -2.263 -3.346 0.1202
H 5.750 -0.360 -1.233 0.1197
H -2.972 -0.380 5.172 0.0958
H -0.197 -4.134 3.995 0.1105
H -1.001 -1.033 6.376 0.0786
H -0.951 -3.560 0.178 0.0964
H -0.370 3.540 -2.934 0.0846
```

Calculated values
Spin multiplicity   1
LUMO   0.179 eV
Calculated total energy   -4540.46229 Ha
Maximum force   3.79 eV/A
HOMO level   -0.281 Eh
Gap between HOMO and LUMO   7.823 eV



[2]
C37H53AsN5RuSSi2Te | the ωB97M-V functional and the def2-TZVPD basis

The geometry in XYZ format:
```
101
Properties=species:S:1:pos:R:3:mulliken_spin:R:1
Te -1.303 -2.340 1.113 -0.0056
Ru -0.283 0.248 0.650 0.2812
As 0.306 2.591 0.567 0.6578
S 0.258 0.178 -1.652 0.0118
Si 2.510 3.119 -0.146 -0.0270
Si -0.920 4.500 -0.119 -0.0323
N -3.477 0.270 -2.677 0.0000
N 2.473 -0.887 -2.598 0.0030
N 0.065 0.034 2.817 0.0013
N 2.382 -0.925 -0.323 0.0148
N 1.641 -0.581 0.784 -0.0341
C 1.792 -0.586 -1.451 -0.0228
C 0.909 -5.615 2.929 0.0000
C -0.570 4.722 -1.945 0.0560
C -0.882 -3.182 -1.790 0.0062
C -3.104 -0.484 -3.859 0.0001
C -0.703 0.370 3.855 -0.0015
C 1.402 -3.761 0.917 0.0000
C -4.161 1.757 2.004 0.0069
C -3.365 0.238 -0.182 -0.0014
C -1.757 -3.283 -0.715 -0.0035
C -4.718 0.436 0.112 -0.0014
C -2.824 1.552 1.709 -0.0096
C -3.252 -4.614 -2.045 0.0003
C 3.433 -1.580 2.159 -0.0022
C 2.115 -0.910 1.936 0.0187
C -2.343 0.757 0.649 0.0127
C -3.102 -0.494 -1.480 0.0029
C 4.433 -2.358 -2.177 -0.0001
C -0.366 0.109 5.174 -0.0093
C 2.911 4.923 0.177 0.0079
C -5.135 1.171 1.206 -0.0006
C 2.105 -5.651 2.229 -0.0001
C 0.814 -0.557 5.440 0.0031
C 2.352 -4.724 1.224 0.0000
C -2.915 1.604 -2.718 0.0033
C -1.198 -3.798 -2.992 0.0006
C -0.049 -4.656 2.623 0.0003
C 3.928 -0.994 -2.621 0.0001
C -0.388 6.013 0.839 0.0069
C 3.720 2.104 0.856 0.0141
C 2.773 2.818 -1.972 0.0425
C -2.384 -4.508 -3.122 -0.0006
C 1.628 -0.906 4.376 -0.0132
C -2.746 4.295 0.159 0.0102
C -2.938 -4.004 -0.838 -0.0001
C 0.194 -3.736 1.610 0.0011
C 1.244 -0.583 3.080 -0.0126
H 1.097 -0.810 6.453 0.0000
H -3.364 2.219 -1.944 -0.0016
H 2.238 3.562 -2.565 -0.0003
H 5.524 -2.386 -2.213 0.0000
H -0.520 -3.710 -3.831 0.0000
H 0.675 6.229 0.763 -0.0026
H 3.688 2.397 1.907 0.0103
H 3.507 1.039 0.791 -0.0021
H -3.271 5.151 -0.276 -0.0003
H -3.619 -4.080 0.001 -0.0001
H -0.938 6.870 0.439 0.0000
H 2.381 5.587 -0.508 -0.0008
H 4.046 -3.140 -2.832 0.0001
H 4.233 -0.815 -3.653 -0.0001
H -2.979 4.256 1.221 0.0033
H -6.188 1.304 1.418 -0.0003
H -2.054 -0.805 -1.531 -0.0036
H -2.099 2.096 2.308 0.0066
H -3.145 2.054 -3.686 0.0014
H -2.635 -4.974 -4.066 -0.0001
H 4.734 2.272 0.484 0.0000
H 2.419 1.837 -2.282 -0.0072
H 0.715 -6.336 3.713 -0.0001
H 2.848 -6.402 2.466 0.0000
H -0.640 5.914 1.896 0.0055
H -3.491 0.008 -4.753 -0.0001
H 4.109 -2.569 -1.160 -0.0002
H -0.986 -4.634 3.165 -0.0007
H 3.983 5.071 0.021 -0.0007
H 2.555 -1.432 4.541 -0.0003
H -0.657 3.773 -2.477 -0.0121
H -3.134 3.383 -0.286 -0.0015
H -2.011 -0.592 -3.964 0.0000
H 3.840 2.905 -2.198 0.0027
H -3.533 -1.486 -3.805 0.0000
H 4.363 -0.205 -2.000 0.0001
H -4.176 -5.169 -2.143 0.0000
H 0.435 5.112 -2.115 0.0020
H 2.043 -0.471 -3.409 -0.0012
H -3.712 -1.404 -1.514 0.0013
H 4.044 -0.999 2.853 0.0002
H -1.821 1.624 -2.585 0.0054
H -1.642 0.839 3.614 0.0051
H 2.675 5.228 1.198 0.0081
H 0.029 -2.608 -1.702 -0.0055
H -5.454 0.010 -0.563 0.0001
H 1.601 -3.034 0.137 -0.0012
H -1.286 5.426 -2.378 0.0038
H -1.036 0.415 5.964 -0.0001
H 3.287 -4.749 0.679 -0.0001
H 3.298 -2.578 2.582 0.0000
H 3.960 -1.671 1.214 0.0002
H -4.444 2.386 2.841 0.0009
```

Calculated values
Spin multiplicity   2
LUMO (spin up / spin down)   -0.213 / -1.024 eV
Calculated total energy   -5291.38669 Ha
Maximum force   0.73 eV/A
HOMO level (spin up / spin down)   -0.256 / -0.253 Eh
Gap between HOMO and LUMO (spin up / spin down)   6.746 / 5.869 eV



[3]
C5H2O | the ωB97M-V functional and the def2-TZVPD basis

The geometry in XYZ format:
```
8
Properties=species:S:1:pos:R:3:lowdin_charge:R:1
O -1.902 -0.379 1.005 0.2350
C -1.101 -1.129 0.686 -0.0894
C 0.127 -1.534 0.171 -0.1072
C 0.521 0.874 -0.409 -0.2163
C 0.801 2.070 -0.595 0.1282
C 0.795 -0.426 -0.388 -0.0028
H 0.262 2.970 -0.510 0.0134
H 0.497 -2.446 0.040 0.0390
```

Calculated values
Spin multiplicity   1
LUMO   -0.740 eV
Calculated total energy   -266.75706 Ha
Maximum force   4.53 eV/A
HOMO level   -0.299 Eh
Gap between HOMO and LUMO   7.404 eV



[4]
C9H32BeNO8 | the ωB97M-V functional and the def2-TZVPD basis

The geometry in XYZ format:
```
51
Properties=species:S:1:pos:R:3:mulliken_spin:R:1
O -0.171 0.750 -3.327 -0.1016
O -0.468 4.682 -2.291 -0.2170
O -2.238 2.742 -3.443 -0.1048
O -3.009 2.924 -0.319 -0.0776
O 0.726 0.391 0.082 0.1938
O -1.974 -0.086 -1.209 0.0318
O 1.981 2.771 -1.593 -0.0825
O -0.273 3.414 0.725 -0.0468
N 0.390 -0.939 0.649 -0.0136
C 0.151 -3.651 1.987 -0.0013
C 1.441 -0.639 3.016 0.0057
C 0.298 -3.486 0.525 -0.0016
C 2.527 -2.338 0.361 0.0013
C -0.868 0.086 2.539 -0.0117
C -0.484 -2.354 2.579 0.0012
C 0.149 -0.966 2.151 -0.0032
C 1.029 -2.190 0.047 0.0058
C 0.804 -2.335 -1.494 0.0056
Be -0.687 2.186 -1.377 1.1768
H -0.368 0.753 -4.263 0.0062
H 1.411 -3.137 -1.914 -0.0003
H 3.003 -3.210 -0.088 -0.0001
H -0.420 1.070 2.678 0.0057
H 2.431 3.576 -1.849 0.0266
H 2.674 2.209 -1.244 -0.0038
H 2.051 0.066 2.450 0.0001
H -2.642 -0.757 -1.348 -0.0162
H 2.729 -2.429 1.428 0.0002
H 2.121 -1.463 3.233 0.0006
H -0.506 -4.479 2.252 0.0001
H -0.670 -3.648 0.052 0.0016
H 0.383 3.107 1.350 0.0003
H 1.101 -3.796 2.501 -0.0001
H 1.141 -1.495 -2.101 0.0163
H 3.060 -1.446 0.033 -0.0006
H -0.191 -2.564 -1.876 -0.0016
H -3.295 2.925 0.595 0.0146
H -2.534 3.608 -3.725 0.0201
H -3.794 3.152 -0.816 0.0128
H -0.408 -2.444 3.663 -0.0004
H -1.239 -0.046 3.556 -0.0021
H 0.890 -4.357 0.245 -0.0001
H -0.625 4.213 1.118 0.0087
H -1.166 5.022 -2.851 0.0386
H 1.299 -0.194 4.001 0.0002
H 0.132 5.420 -2.181 0.0378
H -1.147 -0.568 -1.205 0.0235
H -1.565 0.110 1.701 0.0038
H -1.564 -2.451 2.465 -0.0012
H -2.049 2.276 -4.258 0.0214
H 0.431 0.015 -3.210 0.0271
```

Calculated values
Spin multiplicity   2
LUMO (spin up / spin down)   0.197 / -0.367 eV
Calculated total energy   -1033.28839 Ha
Maximum force   2.59 eV/A
HOMO level (spin up / spin down)   -0.173 / -0.195 Eh
Gap between HOMO and LUMO (spin up / spin down)   4.915 / 4.935 eV



> The lowest calculated total energy belongs to which entry?

C37H53AsN5RuSSi2Te



> Number 3 is which compound?

C5H2O